77
Properties=species:S:1:pos:R:3 method="wB97M-V/def2-TZVPD" lumo_ev=-0.55
Lu 0.327 0.223 0.413
I -0.957 -2.402 -0.880
C -1.605 -3.108 0.961
C -2.482 -4.149 0.944
C -2.922 -4.685 2.179
C -2.448 -4.164 3.344
C -1.528 -3.081 3.350
C -1.030 -2.570 4.573
C -0.156 -1.527 4.567
C 0.231 -0.926 3.345
C -0.201 -1.364 2.115
C -1.084 -2.489 2.134
H -2.836 -4.565 0.011
H -3.623 -5.511 2.181
H -2.772 -4.570 4.297
H -1.351 -3.025 5.504
H 0.236 -1.143 5.502
H 0.924 -0.088 3.410
C -2.806 1.382 -3.085
C -2.133 0.864 -1.970
N -0.902 1.210 -1.650
C -0.274 2.136 -2.411
C -0.858 2.692 -3.549
C -2.159 2.284 -3.881
C -0.128 3.658 -4.333
C 1.107 4.044 -3.973
C 1.725 3.515 -2.783
C 3.004 3.908 -2.358
C 3.527 3.376 -1.211
C 2.756 2.458 -0.486
N 1.552 2.081 -0.863
C 1.043 2.581 -2.003
H -3.816 1.057 -3.295
H -2.622 0.156 -1.315
H -2.638 2.701 -4.760
H -0.601 4.066 -5.218
H 1.656 4.770 -4.560
H 3.559 4.630 -2.945
H 4.509 3.650 -0.853
H 3.133 2.015 0.428
Br 4.055 -1.668 3.093
C 3.717 -2.775 1.596
C 4.190 -4.075 1.713
C 4.053 -4.970 0.665
C 3.444 -4.570 -0.515
C 2.965 -3.277 -0.622
C 3.082 -2.360 0.425
C 2.455 -1.025 0.216
O 2.420 -0.159 1.147
O 1.856 -0.791 -0.882
H 4.669 -4.377 2.634
H 4.427 -5.980 0.775
H 3.336 -5.259 -1.342
H 2.469 -2.944 -1.522
C 0.122 5.353 1.260
C -1.210 5.097 0.918
C -1.730 3.819 0.981
C -0.931 2.732 1.392
C 0.390 3.011 1.754
C 0.913 4.300 1.676
N -1.347 1.404 1.363
C -2.609 1.083 1.859
C -3.254 1.844 2.844
C -4.476 1.449 3.367
C -5.099 0.282 2.938
C -4.468 -0.485 1.967
C -3.252 -0.083 1.434
H 0.522 6.358 1.218
H -1.846 5.913 0.594
H -2.761 3.632 0.706
H 1.020 2.207 2.135
H 1.943 4.475 1.966
H -2.780 2.744 3.216
H -4.940 2.057 4.135
H -6.048 -0.026 3.357
H -4.918 -1.408 1.620
H -2.765 -0.708 0.696



80
Properties=species:S:1:pos:R:3 method="wB97M-V/def2-TZVPD" lumo_ev="-12.03 / -12.01" total_charge=+3
Os -0.806 0.493 -0.194
S -1.885 0.257 -2.337
C -2.928 1.370 -1.488
C -4.191 1.819 -1.848
C -4.846 2.685 -0.984
C -4.211 3.106 0.185
C -2.955 2.606 0.489
N -2.344 1.734 -0.321
H -4.633 1.471 -2.768
H -5.847 3.019 -1.210
H -4.700 3.801 0.849
H -2.431 2.891 1.396
F 4.781 5.261 4.160
C 3.966 4.648 3.326
C 3.516 5.327 2.192
C 2.644 4.687 1.332
C 2.250 3.383 1.607
C 2.701 2.708 2.737
C 3.573 3.336 3.603
Sb 1.117 2.300 0.141
C 0.753 3.654 -1.474
C 0.146 4.890 -1.255
C -0.144 5.712 -2.325
C 0.155 5.271 -3.613
F -0.142 6.042 -4.641
C 0.753 4.035 -3.845
C 1.046 3.225 -2.768
C 2.652 1.063 -0.680
C 2.373 -0.288 -0.849
C 3.339 -1.143 -1.338
C 4.584 -0.617 -1.671
F 5.510 -1.435 -2.141
C 4.866 0.737 -1.543
C 3.893 1.577 -1.036
H 3.859 6.332 1.992
H 2.289 5.196 0.445
H 2.374 1.695 2.942
H 3.956 2.835 4.480
H -0.076 5.219 -0.248
H -0.588 6.685 -2.189
H 0.986 3.738 -4.856
H 1.532 2.270 -2.928
H 1.364 -0.672 -0.599
H 3.174 -2.200 -1.472
H 5.834 1.105 -1.845
H 4.092 2.636 -0.934
F 3.311 -4.011 3.932
C 2.298 -3.624 3.180
C 1.563 -4.580 2.484
C 0.507 -4.165 1.697
C 0.217 -2.810 1.605
C 0.956 -1.864 2.307
C 2.015 -2.264 3.094
Sb -1.428 -2.119 0.428
C -3.037 -3.078 1.476
C -3.544 -2.468 2.620
C -4.467 -3.137 3.396
C -4.863 -4.418 3.006
F -5.745 -5.063 3.741
C -4.357 -5.035 1.860
C -3.433 -4.356 1.092
C -1.184 -3.231 -1.380
C 0.107 -3.536 -1.811
C 0.302 -4.148 -3.032
C -0.813 -4.454 -3.813
F -0.632 -5.025 -4.988
C -2.110 -4.166 -3.390
C -2.289 -3.539 -2.174
H 1.825 -5.622 2.576
H -0.079 -4.889 1.146
H 0.693 -0.805 2.227
H 2.621 -1.562 3.646
H -3.218 -1.475 2.907
H -4.876 -2.705 4.296
H -4.682 -6.032 1.602
H -3.019 -4.823 0.208
H 0.953 -3.321 -1.168
H 1.288 -4.397 -3.395
H -2.945 -4.435 -4.019
H -3.289 -3.304 -1.829



94
Properties=species:S:1:pos:R:3 method="wB97M-V/def2-TZVPD" s2=0.7536 lumo_ev="1.65 / 0.93" spin_multiplicity=2 total_charge=-1
Ir 0.280 0.074 1.367
O 1.294 0.545 5.758
C 0.016 0.446 6.186
C -0.206 0.579 7.557
C -1.484 0.500 8.069
C -2.571 0.288 7.224
C -2.354 0.150 5.869
C -1.068 0.215 5.327
C -0.881 0.055 3.868
O 0.325 0.273 3.391
N -1.902 -0.303 3.146
N -1.572 -0.398 1.803
C -2.427 -0.905 0.997
C -2.182 -1.160 -0.405
C -3.204 -1.847 -1.086
C -3.087 -2.230 -2.401
C -1.899 -1.933 -3.076
C -0.886 -1.255 -2.443
C -0.990 -0.819 -1.105
O 0.005 -0.108 -0.631
H 1.265 0.483 4.781
H 0.651 0.754 8.194
H -1.639 0.615 9.135
H -3.576 0.245 7.621
H -3.181 0.000 5.188
H -3.387 -1.186 1.422
H -4.109 -2.080 -0.536
H -3.890 -2.760 -2.895
H -1.765 -2.242 -4.106
H 0.047 -1.054 -2.949
C 5.049 0.376 -1.230
N 4.141 0.358 -0.085
C 2.898 0.821 -0.021
N 2.346 0.434 1.111
C 3.317 -0.307 1.714
N 4.422 -0.373 1.020
C 4.446 -0.339 -2.414
C 4.874 -1.590 -2.829
C 4.235 -2.231 -3.885
C 3.149 -1.647 -4.515
C 2.714 -0.394 -4.095
C 3.382 0.259 -3.071
C 1.517 0.228 -4.657
N 0.836 -0.079 -5.705
N -0.263 0.773 -5.721
C -0.158 1.524 -4.678
O 0.958 1.249 -3.962
C -1.064 2.561 -4.188
C -2.031 3.081 -5.039
C -2.903 4.045 -4.560
C -2.813 4.480 -3.247
C -1.848 3.962 -2.388
C -1.818 4.466 -0.962
N -0.973 3.675 -0.091
C -1.215 2.463 0.383
N -0.161 2.057 1.078
C 0.696 3.110 1.022
N 0.244 4.106 0.306
C -0.973 2.998 -2.867
H 5.967 -0.091 -0.885
H 5.261 1.415 -1.487
H 2.410 1.411 -0.775
H 3.174 -0.798 2.661
H 5.691 -2.079 -2.313
H 4.569 -3.213 -4.196
H 2.619 -2.157 -5.307
H 3.042 1.244 -2.782
H -2.094 2.720 -6.057
H -3.665 4.453 -5.211
H -3.512 5.220 -2.874
H -2.817 4.473 -0.523
H -1.432 5.483 -0.913
H -2.132 1.915 0.233
H 1.647 3.124 1.526
H -0.234 2.551 -2.212
Br 0.150 -8.655 0.415
C 0.497 -6.786 0.481
C -0.521 -5.922 0.844
C -0.255 -4.561 0.902
C 1.004 -4.076 0.576
C 2.005 -4.960 0.198
C 1.763 -6.325 0.161
C 1.284 -2.593 0.575
O 2.121 -2.138 -0.193
O 0.593 -1.951 1.465
H -1.503 -6.305 1.082
H -1.029 -3.865 1.197
H 2.975 -4.565 -0.077
H 2.542 -7.021 -0.119
O -2.282 3.977 2.622
S -3.719 4.023 2.392
O -4.090 4.413 1.035
O -4.493 4.662 3.427
S -4.163 1.968 2.437



99
Properties=species:S:1:pos:R:3 method="wB97M-V/def2-TZVPD" s2=0.7766 lumo_ev="-4.09 / -4.74" spin_multiplicity=2 total_charge=+1
Ti -0.197 -0.067 0.539
C -0.451 1.318 4.649
C -0.495 1.544 3.278
N -0.631 0.387 2.627
N -0.680 -0.599 3.561
C -0.553 -0.054 4.779
B -0.627 -2.087 3.101
N 0.757 -2.288 2.431
C 1.841 -2.992 2.773
C 2.852 -2.720 1.866
C 2.302 -1.806 0.980
N 1.034 -1.556 1.322
N -1.692 -2.295 2.000
C -2.671 -3.207 1.920
C -3.303 -3.060 0.697
C -2.629 -2.018 0.073
N -1.660 -1.565 0.870
N -0.888 -3.058 4.214
C -1.805 -3.005 5.219
C -1.937 -4.266 5.734
C -1.064 -5.055 4.956
N -0.450 -4.335 4.038
H -0.351 2.043 5.436
H -0.420 2.464 2.717
H -0.527 -0.671 5.660
H 1.809 -3.655 3.620
H 3.845 -3.133 1.855
H 2.733 -1.311 0.125
H -2.843 -3.900 2.727
H -4.130 -3.633 0.316
H -2.781 -1.580 -0.900
H -2.320 -2.094 5.473
H -2.566 -4.575 6.550
H -0.863 -6.112 5.028
C 1.162 6.726 -0.123
O -0.207 7.084 -0.203
C -0.972 6.444 -1.116
C -2.314 6.828 -1.167
C -3.167 6.218 -2.059
C -2.715 5.177 -2.870
C -1.370 4.832 -2.854
C -0.496 5.466 -1.985
N -3.717 4.582 -3.703
N -3.772 3.361 -3.904
C -2.894 2.453 -3.225
C -2.027 1.694 -3.964
C -1.121 0.794 -3.358
C -1.149 0.669 -2.003
O -0.339 -0.124 -1.253
C -2.074 1.388 -1.228
N -2.000 1.148 0.114
C -2.857 1.769 0.900
C -3.831 2.645 0.402
C -3.896 2.904 -0.943
C -2.985 2.272 -1.813
H 1.587 7.336 0.668
H 1.681 6.937 -1.061
H 1.271 5.667 0.127
H -2.654 7.618 -0.512
H -4.203 6.524 -2.135
H -0.979 4.073 -3.516
H 0.543 5.174 -1.988
H -2.012 1.825 -5.038
H -0.408 0.236 -3.950
H -2.787 1.563 1.960
H -4.519 3.112 1.092
H -4.643 3.580 -1.336
F 7.970 -2.311 -3.558
C 6.727 -1.936 -3.346
C 6.362 -1.439 -2.099
F 7.272 -1.348 -1.138
C 5.061 -1.055 -1.883
F 4.736 -0.597 -0.680
C 4.072 -1.145 -2.887
S 2.470 -0.673 -2.597
C 4.490 -1.653 -4.136
F 3.617 -1.769 -5.121
C 5.790 -2.044 -4.367
F 6.159 -2.525 -5.545
C 2.830 3.190 0.902
S 1.434 2.485 0.063
O 0.222 3.143 0.502
O 1.703 2.455 -1.343
O 1.397 1.045 0.641
H 3.436 3.697 0.157
H 3.399 2.395 1.374
H 2.464 3.892 1.647
N -0.380 -7.693 1.252
C -0.251 -6.876 0.456
C -0.106 -5.834 -0.524
C -0.089 -6.106 -1.887
C 0.041 -5.044 -2.764
C 0.141 -3.760 -2.245
N 0.125 -3.492 -0.940
C 0.010 -4.512 -0.100
H -0.175 -7.124 -2.242
H 0.062 -5.205 -3.833
H 0.241 -2.907 -2.907
H 0.002 -4.290 0.961



104
Properties=species:S:1:pos:R:3 method="wB97M-V/def2-TZVPD" s2=6.0343 lumo_ev="-0.04 / -2.59" spin_multiplicity=5
Os -0.079 0.557 0.837
C -0.085 -5.167 -0.060
C 0.740 -4.667 0.934
C 0.617 -3.428 1.494
C -0.375 -2.595 1.015
C -1.172 -2.969 -0.062
C -0.999 -4.263 -0.608
N -0.622 -1.310 1.575
C -1.102 -1.281 2.870
C -1.612 -2.354 3.547
C -1.899 -2.241 4.863
C -1.765 -1.096 5.658
C -1.251 0.032 4.937
C -0.999 -0.050 3.616
N -0.536 1.060 2.747
N -0.576 2.295 3.134
C -0.255 3.200 2.159
C -0.025 4.652 2.521
C 0.387 5.367 1.421
C 0.722 4.791 0.212
C 0.567 3.401 -0.001
N 0.128 2.641 0.940
H 0.048 -6.121 -0.502
H 1.415 -5.359 1.450
H 1.210 -3.053 2.300
H -1.812 -2.120 -0.450
H -1.677 -4.480 -1.426
H -1.726 -3.261 3.073
H -2.527 -3.010 5.301
H -1.801 -1.271 6.715
H -1.114 1.112 5.408
H -0.335 5.072 3.444
H 0.579 6.421 1.653
H 1.105 5.205 -0.690
H 0.744 2.821 -0.964
O 2.192 1.710 3.228
S 2.578 0.459 2.699
O 2.313 -0.883 3.305
O 4.023 0.454 2.252
O 1.645 0.320 1.269
F 5.454 0.835 -1.037
C 4.968 -0.322 -0.555
C 3.711 -0.845 -0.878
C 3.383 -1.972 -0.237
F 2.117 -2.364 -0.463
C 4.163 -2.635 0.694
F 3.796 -3.784 1.212
C 5.456 -2.156 0.917
F 6.391 -2.858 1.573
C 5.849 -1.027 0.239
F 7.014 -0.453 0.391
Ge 2.390 -0.059 -2.005
S 0.249 0.125 -1.386
C 2.901 1.655 -2.774
C 3.106 1.864 -4.130
F 2.710 0.982 -5.038
C 3.693 3.014 -4.605
F 4.063 3.083 -5.899
C 4.047 4.064 -3.796
F 4.414 5.250 -4.354
C 3.949 3.888 -2.431
F 4.401 4.800 -1.579
C 3.527 2.642 -1.946
F 3.570 2.367 -0.650
C 2.395 -1.460 -3.451
C 1.483 -2.489 -3.610
F 0.361 -2.435 -2.910
C 1.736 -3.556 -4.493
F 0.796 -4.450 -4.556
C 2.946 -3.589 -5.184
F 2.989 -4.545 -6.167
C 3.921 -2.591 -5.085
F 5.101 -2.503 -5.711
C 3.620 -1.605 -4.144
F 4.505 -0.664 -3.958
C -4.131 0.635 2.925
N -4.269 0.056 1.615
C -4.420 -1.380 1.653
P -3.537 0.713 0.296
O -2.056 0.673 0.063
N -4.108 0.056 -1.122
C -3.260 -0.458 -2.237
C -5.574 0.033 -1.255
N -3.896 2.334 0.387
C -3.354 3.079 -0.753
C -5.114 2.878 0.968
H -4.969 0.363 3.474
H -3.873 1.733 2.917
H -3.264 0.149 3.437
H -4.607 -1.796 0.625
H -5.231 -1.741 2.340
H -3.512 -1.856 2.039
H -3.708 -0.197 -3.254
H -3.164 -1.552 -2.179
H -2.271 -0.090 -2.201
H -5.958 0.884 -0.675
H -6.011 -0.897 -0.822
H -5.714 0.357 -2.323
H -2.690 2.441 -1.289
H -2.812 3.947 -0.482
H -4.189 3.391 -1.392
H -5.071 3.927 0.655
H -5.030 3.104 2.113
H -6.048 2.415 0.670